This record from the OMol25 dataset describes C46H58BCl3N11NaO6S4 as an isolated structure in a non-equilibrium geometry. The level of theory is wB97M-V/def2-TZVPD.

The value obtained for the energy above the lowest of the compared OMol25 structures with the same formula, charge and spin is 0.966 eV. The value obtained for the orbital gap is 0.22176 Ha.

Positions of all 130 atoms, in Å:
Cl -3.17811 -4.45896 -2.11296
Cl 0.59846 -5.99995 -5.57738
Cl -0.26766 -8.23173 3.95169
S 0.88158 -10.38863 2.24419
S 1.05524 2.69330 0.37836
S -3.01704 0.40060 -1.57396
S -0.97419 -1.58714 2.33719
Na -0.08098 -0.58996 -0.85930
O -0.60967 -2.06115 -2.26029
O 0.57656 0.52942 -2.56670
O 2.01822 1.60937 -3.82921
O 2.06841 -0.63623 1.94165
O -2.38658 -7.40206 0.17168
O 3.94703 -1.86485 1.97507
N 1.33971 -3.08989 -0.12925
N 0.41543 -4.94241 0.64050
N -2.99383 3.18287 -1.68223
N 2.52675 -0.14710 -0.76395
N 1.02245 2.68325 3.17205
N -0.79965 1.96078 2.18435
N -2.35965 2.28900 0.22511
N -3.76621 -1.48259 2.45226
N -2.74415 0.35164 1.79252
N -0.35817 -1.67341 -4.49333
N 1.40409 -2.47082 -3.22088
C 3.41223 3.10470 2.46635
C -4.73412 -0.51736 2.16163
C -0.08407 -6.07959 -3.98422
C -2.52384 -0.92869 2.20501
C -4.37655 2.68012 -3.70067
C -2.65806 4.21423 -0.80285
C 1.76396 -5.18901 0.53598
C 0.06591 2.41613 4.15350
C -1.19448 -9.06123 1.49026
C 3.05495 -1.02824 1.40034
C 1.71547 0.82347 -2.77947
C -3.10224 -3.83672 3.09595
C -4.10296 0.58860 1.75497
C -0.04787 -6.92268 -1.75818
C 0.21019 -3.67432 0.20952
C 5.15076 -0.28584 -1.64533
C -1.68165 -6.16763 -0.00530
C -4.71014 -3.37746 1.24720
C -2.34895 -8.09924 1.41033
C -5.32544 -2.93587 3.65296
C -1.20475 -5.32585 -3.69629
C 2.41581 2.97060 3.61154
C 0.18198 -10.77038 0.72304
C -3.31348 4.88945 -3.41999
C -1.03683 1.96758 3.54313
C 2.86695 1.80765 4.51078
C -2.77366 1.98760 -1.03441
C 4.16381 0.24855 -2.45571
C 3.48045 -0.63034 0.01682
C -4.20174 -2.89753 2.61435
C -1.15190 -6.14774 -1.42039
C -0.56869 -5.93146 1.03722
C -1.69167 -1.13403 -4.70571
C 4.81080 -0.72862 -0.38001
C 2.31922 -4.03280 0.08375
C -3.14355 3.39541 -3.14828
C 0.09553 -2.02483 -3.26512
C -2.27672 3.65971 0.35564
C 2.86239 0.29737 -1.96724
C -1.74075 -5.37183 -2.41682
C -0.30732 -9.17121 2.51529
C 0.46758 2.40378 1.94202
C -0.90136 -10.00136 0.45473
C 2.40085 4.28117 4.40053
C 0.49634 -6.89888 -3.02978
C -1.86450 2.89799 -3.82673
B -1.66611 1.24529 1.12928
H 2.90309 1.98307 -3.74082
H -5.64609 -3.96911 3.79146
H -4.41152 2.82368 -4.78306
H 3.36028 -3.80800 -0.09423
H -1.63727 -0.19042 -5.24891
H -3.93969 -3.20892 0.49058
H -5.78733 -0.70627 2.25808
H 4.40467 0.57581 -3.45975
H 2.63468 0.86026 4.02346
H -4.95723 -4.44154 1.28034
H -1.97913 1.65181 3.95662
H -2.14985 -0.94862 -3.73856
H -2.40921 -5.36169 0.09013
H 0.61802 -11.55163 0.12004
H -1.95497 4.13258 1.26677
H -0.02068 -6.85335 1.20479
H -2.73153 5.25146 -1.06647
H -2.69356 -3.51062 4.05144
H -5.28689 3.09844 -3.26379
H -3.53978 -4.83267 3.21620
H -4.14475 5.30538 -2.84670
H 3.40798 4.49729 4.76218
H 6.17176 -0.35785 -1.99684
H -2.40467 5.44955 -3.19484
H -3.53217 5.01982 -4.47937
H -2.27520 -3.87829 2.39419
H 3.60582 -2.08569 2.85277
H 2.20018 -6.13314 0.81900
H -1.48635 -10.06480 -0.45320
H 4.39795 3.28923 2.90168
H -2.35714 -7.43036 2.27303
H -0.99438 3.39640 -3.39172
H 2.36481 1.82889 5.47949
H 3.15675 3.92564 1.80217
H 1.72936 -2.61172 -2.27039
H -0.95104 0.57159 0.45970
H 2.07559 -2.09696 -3.87100
H -2.31078 -1.83504 -5.26936
H 5.54967 -1.14421 0.28911
H -1.66054 -4.70778 -4.45712
H -4.50818 1.52795 1.42078
H 3.44951 2.19526 1.87045
H -3.27672 -8.67231 1.42701
H -4.96882 -2.55409 4.61055
H 3.94315 1.87006 4.68406
H -1.74724 1.82456 -3.67759
H -1.89250 3.11084 -4.89891
H 0.39522 -7.56668 -1.00610
H -0.76293 -3.20938 0.17646
H 1.35772 -7.50346 -3.27821
H -1.02177 -5.61879 1.97640
H 0.25828 2.55958 5.20128
H 1.73468 4.22621 5.26293
H 0.30593 -1.57555 -5.23979
H 2.07415 5.10517 3.76386
H -6.19517 -2.35546 3.34693
H -4.34435 1.61815 -3.48212
H -5.60053 -2.82584 0.94246

Cartesian forces, eV/Å:
-0.0316 0.1328 -0.0357
0.0215 0.0023 -0.0485
0.0010 0.0309 0.0166
-0.1089 0.0860 0.0030
0.1627 -0.0523 0.0034
0.0983 -0.0275 -0.1900
-0.0292 -0.0292 0.1014
-0.0892 0.0898 1.2412
-0.2564 -0.4688 -0.7476
0.2109 0.3851 -0.4715
0.0115 0.1232 0.0196
0.0172 0.1231 0.0788
0.1300 -0.1087 -0.0393
0.1775 -0.0092 -0.0889
-0.0177 -0.1158 -0.0138
-0.0610 -0.0276 -0.2853
0.2322 -0.0501 0.1185
-0.1096 -0.0316 -0.0623
-0.1220 -0.2223 0.0274
0.1965 -0.1368 0.1645
0.1401 0.0867 -0.3102
0.1110 0.1826 -0.0435
-0.0366 -0.1686 0.0906
-0.1178 0.1995 0.0371
-0.0359 0.2058 0.1670
-0.0840 -0.0308 -0.0693
-0.0573 -0.1449 0.0833
-0.0366 0.0127 0.0872
-0.4361 0.0427 -0.1531
-0.0320 0.0053 0.1481
-0.1595 0.0461 -0.0846
0.1955 0.0008 0.1825
0.1530 0.0514 0.0720
-0.0586 0.0782 -0.0182
-0.1810 -0.0968 0.0547
-0.0586 0.1641 -0.1862
0.1002 0.0951 0.0432
0.1116 0.2026 0.0152
0.0191 0.0150 -0.0904
0.1398 -0.0782 -0.0993
0.0869 -0.0226 0.0191
0.0753 0.0983 -0.0157
0.0816 0.0832 0.0371
0.0198 0.0736 -0.0641
-0.0143 0.0054 -0.0206
-0.0559 0.0850 -0.0682
0.0523 0.0704 -0.0084
0.1050 -0.0413 0.0527
0.0614 0.0075 0.0329
-0.1404 0.0187 -0.1677
-0.0688 0.0470 -0.0388
-0.2473 0.2997 0.1358
-0.0540 -0.0017 -0.0713
0.0761 0.0324 -0.0671
-0.0252 -0.0659 -0.0702
-0.1676 0.0366 0.0997
-0.0879 0.0143 0.0066
0.0538 -0.0660 0.0374
-0.0052 0.0293 -0.0476
-0.0314 0.0994 -0.0759
0.0041 -0.0726 -0.0780
0.0572 -0.6777 -0.2293
-0.0832 -0.0597 0.1063
0.2671 0.0048 0.1841
0.2573 -0.1815 0.0122
0.0863 -0.1398 -0.0731
-0.1355 0.2407 0.1990
-0.0301 0.0600 -0.0601
-0.0054 0.0169 0.0046
0.0253 -0.0542 0.0444
0.0255 -0.0461 0.0269
-0.0802 0.0212 -0.0099
0.0320 -0.0382 0.0008
-0.0137 0.0050 -0.0064
-0.0089 0.0168 0.0369
-0.0359 -0.0949 -0.0004
0.0115 0.0023 0.0216
-0.0254 -0.0672 0.0237
0.0732 0.0141 -0.0300
-0.0016 0.0099 0.0247
0.0420 -0.0253 -0.0021
0.0188 0.0334 0.0072
0.0496 -0.0439 -0.0227
-0.0135 0.0362 0.0270
-0.0352 0.0691 0.0879
-0.0449 0.0350 -0.0059
0.0581 -0.0618 -0.0237
0.0333 -0.0679 0.0709
-0.0007 -0.0478 0.0092
0.0311 -0.0104 0.0132
0.0240 -0.0085 -0.0190
-0.0254 0.0617 -0.0005
0.0136 0.0002 -0.0514
-0.0239 0.0113 0.0100
-0.0164 0.0126 -0.0003
-0.0303 0.0140 -0.0078
0.0018 -0.0023 -0.0057
-0.0209 -0.0045 -0.0165
-0.0916 0.0216 0.0420
-0.0700 0.0189 -0.0070
0.0390 -0.0197 0.0280
-0.0545 -0.0088 0.0355
-0.0023 0.0309 0.0030
-0.0226 -0.0064 -0.0306
0.0230 -0.0393 -0.0301
-0.0056 -0.0182 -0.0314
-0.0363 -0.0233 -0.0112
-0.1521 0.1874 0.2369
-0.0401 -0.0766 -0.0640
-0.0004 0.0075 -0.0011
-0.0227 0.0039 0.0140
0.0057 0.0139 0.0275
0.0380 -0.0252 0.0144
0.0133 -0.0111 -0.0415
-0.0522 0.0353 0.0499
-0.0111 0.0093 -0.0044
-0.0390 0.0219 0.0190
0.0016 0.0138 0.0103
-0.0408 0.0050 0.0446
-0.0080 0.0226 -0.0078
0.0425 -0.1338 -0.0235
-0.0017 0.0324 -0.0104
0.0321 -0.0861 0.0888
0.0196 -0.0176 -0.0588
0.0311 0.0205 -0.0211
0.0634 -0.1467 -0.0055
0.0151 -0.0243 0.0048
0.0017 -0.0643 0.0451
0.0127 -0.0751 0.0072
0.0071 0.0045 -0.0141

Atom charges from the Mulliken analysis, given in e for atoms 1 to 99:
1 Cl -0.20
2 Cl -0.25
3 Cl -0.19
4 S -0.18
5 S -0.47
6 S -0.35
7 S -0.38
8 Na 0.16
9 O -0.04
10 O -0.07
11 O -0.52
12 O -0.20
13 O -0.54
14 O -0.52
15 N 0.54
16 N 0.62
17 N 0.35
18 N 1.03
19 N 0.56
20 N 0.78
21 N 1.05
22 N 0.43
23 N 0.84
24 N -0.16
25 N -0.20
26 C -2.05
27 C -0.42
28 C 0.43
29 C 0.14
30 C -1.71
31 C -0.51
32 C -1.08
33 C -0.58
34 C 0.17
35 C -0.06
36 C 0.02
37 C -1.29
38 C -1.36
39 C -0.06
40 C -1.51
41 C -1.09
42 C 1.91
43 C -1.44
44 C -0.43
45 C -1.87
46 C -0.98
47 C 1.60
48 C -0.32
49 C -2.25
50 C -1.18
51 C -1.57
52 C -0.08
53 C -0.91
54 C 0.27
55 C 1.47
56 C -1.28
57 C -1.65
58 C -0.75
59 C -0.77
60 C -0.95
61 C 1.62
62 C 0.20
63 C -1.22
64 C 0.36
65 C 1.55
66 C 0.73
67 C 0.26
68 C -1.03
69 C -1.74
70 C -1.15
71 C -1.15
72 B 0.65
73 H 0.33
74 H 0.46
75 H 0.48
76 H 0.66
77 H 0.34
78 H 0.13
79 H 0.48
80 H 0.55
81 H 0.23
82 H 0.48
83 H 0.61
84 H 0.03
85 H -0.30
86 H 0.45
87 H 0.62
88 H 0.14
89 H 0.49
90 H 0.39
91 H 0.40
92 H 0.59
93 H 0.47
94 H 0.46
95 H 0.44
96 H 0.46
97 H 0.45
98 H -0.36
99 H 0.40